Computed, not measured: a molecular structure, C9H24BrIO6PS4, with the ωB97M-V functional and the def2-TZVPD basis.

XYZ file:
```
46
Properties=species:S:1:pos:R:3:forces:R:3
C 1.0627 2.5530 0.6645 0.0 -0.1 0.0
C 2.1230 3.2432 1.5275 0.0 0.0 0.0
C 3.3050 2.3241 1.7545 -0.2 0.1 0.1
Br 4.3193 1.9809 0.1766 0.2 0.1 -0.3
S 4.5899 2.9082 2.9649 0.0 -0.4 0.0
I 3.6199 2.3936 5.0647 -0.1 0.1 0.1
P 4.7139 5.1753 2.9767 0.1 0.2 0.0
S 6.4856 5.7312 2.6891 0.1 0.1 0.0
H 0.0882 3.0024 0.8482 0.0 0.1 0.0
H 0.9819 1.4843 0.8850 0.0 0.2 0.0
H 1.2907 2.6512 -0.3953 0.0 0.0 0.0
H 1.7047 3.5135 2.5037 0.0 -0.1 0.0
H 2.4565 4.1582 1.0367 0.0 0.0 0.0
H 2.9890 1.3712 2.1813 0.1 0.0 -0.1
H 4.0911 5.3243 4.2218 -0.1 0.0 0.1
H 3.7143 5.4642 2.0460 -0.1 0.0 -0.1
O 0.3362 -0.6149 0.8088 -0.1 0.0 0.1
S 1.4624 -1.5094 0.8024 0.0 -0.2 0.0
O 2.7180 -0.9682 0.3653 0.1 0.1 0.2
O 1.1113 -2.8070 0.0122 0.0 0.0 -0.1
C 0.5406 -2.6771 -1.3350 -0.2 0.0 -0.2
C 1.5724 -2.3235 -2.3768 0.1 0.0 0.1
C 1.6515 -2.2444 2.3870 0.0 0.0 0.0
H -0.2703 -1.9518 -1.2987 0.0 0.0 0.0
H 0.1058 -3.6557 -1.5154 0.0 0.0 0.1
H 1.9738 -1.3223 -2.2282 0.0 0.0 0.0
H 1.0941 -2.3637 -3.3552 0.0 0.0 0.0
H 2.3997 -3.0324 -2.3588 0.0 0.0 0.0
H 0.6926 -2.6480 2.6994 0.0 0.0 0.0
H 1.9766 -1.4592 3.0661 0.0 0.0 0.0
H 2.4052 -3.0242 2.3168 0.0 0.0 0.0
O -2.6025 -1.2249 -2.7264 0.1 0.0 0.0
S -3.4085 -1.3774 -1.5491 0.1 0.0 0.0
O -3.5130 -2.6809 -0.9688 0.0 0.0 0.1
O -4.8399 -0.7787 -1.8254 -0.1 -0.1 0.0
C -5.5383 -1.2250 -3.0280 0.0 0.1 -0.1
C -6.1184 -2.6120 -2.8851 0.0 0.0 0.1
C -2.9042 -0.2305 -0.3187 0.0 0.0 0.0
H -4.8479 -1.1494 -3.8676 0.0 0.0 0.0
H -6.3153 -0.4753 -3.1539 0.0 0.0 0.0
H -5.3401 -3.3685 -2.8059 0.0 0.0 0.0
H -6.7257 -2.8280 -3.7645 0.0 0.0 0.0
H -6.7503 -2.6752 -1.9999 0.0 0.0 0.0
H -2.8439 0.7565 -0.7689 0.0 0.0 0.0
H -1.9273 -0.5526 0.0371 0.0 0.0 0.0
H -3.6304 -0.2549 0.4896 0.0 0.0 0.0
```
Forces are in eV/Å.

Summary:
highest occupied orbital energy	-12.42	eV
orbital gap	6.983	eV
net charge	+1

=====

Computed, not measured: a molecular structure, C40H104N10O16 in a non-equilibrium geometry, with the ωB97M-V functional and the def2-TZVPD basis.

XYZ file:
```
170
Properties=species:S:1:pos:R:3:forces:R:3
C -6.6024 9.6746 13.7636 -4.7 1.1 0.5
O -5.4481 9.4719 13.9212 -10.3 -7.1 -13.5
N -7.4706 10.0983 14.6677 -0.6 0.1 2.9
N -7.1322 9.5490 12.6098 -1.6 -0.7 -5.1
H -8.4141 10.3996 14.4702 0.4 -0.2 -0.2
H -7.0962 10.3496 15.5715 -0.2 -0.3 0.1
H -8.0809 9.8501 12.4382 0.4 -0.1 -0.3
H -6.4857 9.4315 11.8427 -0.4 -0.1 -0.1
C -4.4359 10.6256 16.3527 -0.3 -2.0 3.8
O -4.7455 11.6903 15.8360 -0.7 -3.8 4.1
N -3.9640 10.4139 17.5424 2.1 -2.8 -1.2
N -4.7930 9.5523 15.8117 0.7 -1.6 3.9
H -3.9707 9.4717 17.9062 0.8 -0.1 -0.8
H -3.7829 11.1131 18.2484 -0.4 -2.6 -3.9
H -5.1335 9.6052 14.8623 -6.4 -1.5 8.4
H -4.7738 8.6625 16.2893 2.0 2.1 -0.4
C -4.6072 13.7072 17.2611 -7.9 5.3 -4.4
O -5.9684 13.5722 17.6220 -2.3 2.3 -2.0
C -6.7634 12.7262 16.8082 -2.7 1.5 -1.6
C -7.1848 13.0640 15.3222 -1.3 2.0 2.4
N -8.2462 14.0526 15.1211 0.3 0.2 -0.3
C -7.9139 15.2526 15.8673 -0.5 1.7 0.1
C -8.7468 16.5302 15.5323 1.7 -1.2 -1.3
O -10.0702 16.2978 15.6339 -3.3 -0.1 0.2
C -10.6004 16.2196 16.9343 0.1 0.7 0.4
H -4.5106 14.1863 16.2868 -4.3 -1.0 0.7
H -4.0651 12.7665 17.3574 -3.4 2.0 2.2
H -4.2561 14.4908 17.9325 0.0 1.9 -4.6
H -7.6272 12.6648 17.4700 -0.7 -0.3 -0.5
H -6.3607 11.7193 16.6984 -0.8 0.5 -0.4
H -7.5092 12.0758 14.9960 -0.4 1.0 -0.1
H -6.3487 13.4328 14.7281 -1.0 0.8 1.6
H -9.1774 13.6752 15.2240 -0.1 0.4 0.5
H -6.9364 15.6379 15.5775 0.6 -0.8 0.1
H -7.8964 15.0455 16.9373 0.1 0.3 0.2
H -8.5918 16.7461 14.4752 0.1 -0.4 -0.4
H -8.4000 17.4778 15.9446 0.1 -0.1 1.1
H -10.0654 15.4784 17.5281 -0.2 -0.1 0.2
H -11.6785 16.0606 16.9560 0.1 -0.7 -0.6
H -10.5528 17.1908 17.4267 0.6 0.3 0.2
C -5.7759 7.1011 16.1202 -1.0 -0.3 0.0
O -5.4415 8.0498 17.1323 -2.6 -5.8 5.3
C -5.5383 7.4637 18.5036 1.9 0.2 -1.1
C -4.9377 8.5403 19.4247 4.2 -5.0 -4.9
N -3.4542 8.6669 19.3156 -1.8 -5.6 -4.5
C -2.7322 7.5232 19.7464 0.7 -0.4 -1.2
C -1.2842 7.9186 20.0690 -1.2 0.7 -0.4
O -0.4887 6.8283 20.4144 -0.5 -0.1 -0.3
C -0.0267 6.1666 19.2350 1.3 -0.6 1.4
H -5.4103 7.5768 15.2102 -0.4 -0.7 -0.3
H -6.8545 6.9445 16.1346 -0.2 0.3 -0.4
H -5.3911 6.0857 16.2151 0.8 0.2 0.4
H -4.9145 6.5738 18.5871 -0.1 -0.3 -0.4
H -6.5736 7.2298 18.7519 0.7 -0.6 -1.2
H -5.2969 8.4358 20.4485 1.5 -3.6 -0.6
H -5.3898 9.4788 19.1036 1.4 -1.5 -2.8
H -3.2541 9.4782 19.8829 0.0 -1.8 -0.9
H -2.6456 6.8981 18.8576 -0.1 -1.0 0.3
H -3.2608 7.0245 20.5588 0.4 -0.6 0.3
H -1.3530 8.7253 20.7988 0.7 -0.8 0.9
H -0.8673 8.4394 19.2069 -0.1 -0.2 -0.2
H -0.7140 5.9132 18.4279 -0.5 0.5 0.2
H 0.3469 5.2345 19.6589 0.1 -0.2 -0.4
H 0.8414 6.7150 18.8692 -0.1 0.1 -0.5
C -10.5831 8.8715 24.9424 0.1 0.4 -1.0
O -10.3141 9.5059 23.6697 0.2 -0.1 1.1
C -9.4065 8.8141 22.8176 -1.3 -0.9 -0.3
C -9.1648 9.7027 21.5921 -0.8 0.4 0.5
N -8.7635 8.9700 20.4112 1.4 -0.6 -0.3
C -7.3302 8.6475 20.4280 -0.4 0.5 0.6
C -6.3948 9.8990 20.3600 -4.4 3.4 3.9
O -6.7819 10.7581 19.2720 -0.7 -1.3 0.1
C -5.7083 11.5677 18.8401 -1.4 -2.0 2.6
H -9.8329 9.0515 25.7124 0.4 0.2 -0.2
H -10.6681 7.7898 24.8379 -0.2 -0.1 -0.2
H -11.5157 9.3063 25.3020 0.0 -0.2 -0.1
H -9.8701 7.8722 22.5243 -0.4 -0.2 -0.4
H -8.5111 8.4819 23.3429 -1.5 0.2 -0.7
H -8.5404 10.5170 21.9597 0.7 0.1 -0.4
H -10.0928 10.2248 21.3590 -0.3 -0.3 0.1
H -8.8277 9.4844 19.5444 -0.8 0.6 0.2
H -7.0377 7.9258 19.6653 -1.6 1.4 0.8
H -7.1601 8.0160 21.3000 0.3 0.5 0.5
H -5.4090 9.4468 20.2512 -3.1 5.8 3.6
H -6.4539 10.4551 21.2956 -0.6 0.4 0.0
H -5.4662 12.4136 19.4835 -2.0 -0.5 0.8
H -5.9258 11.9277 17.8345 1.5 -2.2 3.2
H -4.7551 11.0391 18.8329 -5.6 -1.1 1.6
C -1.1658 9.8761 16.5960 0.2 0.3 1.1
O -0.3582 9.7630 17.7779 0.5 0.6 0.5
C 0.8975 10.4551 17.8956 0.0 -0.8 -0.6
C 0.8062 11.9426 17.8649 -0.6 0.7 0.3
N -0.0500 12.4044 18.9721 5.0 0.4 -1.1
C -0.2712 13.8399 18.8953 -1.5 0.4 -0.5
C -1.1124 14.3535 17.6183 -0.2 -0.2 1.8
O -2.3293 13.5750 17.5754 5.6 -0.1 -1.4
C -2.9684 13.4845 16.3809 9.1 0.9 -5.7
H -2.1600 9.6427 16.9770 0.3 -0.8 -0.6
H -0.8082 9.2583 15.7723 0.1 0.0 1.2
H -1.3172 10.9144 16.3007 0.4 0.4 -0.3
H 1.5478 10.1029 17.0948 0.3 0.0 0.0
H 1.3308 10.1952 18.8614 -0.2 -0.5 0.0
H 0.4287 12.2507 16.8899 -0.2 0.2 -0.3
H 1.7772 12.4271 17.9670 0.3 -0.3 0.0
H -0.9018 11.8627 18.9391 4.3 -1.6 0.0
H 0.6599 14.4022 18.9650 0.1 -0.2 -0.2
H -0.8161 14.0962 19.8038 -0.3 0.3 0.0
H -0.4598 14.4144 16.7474 -0.5 -0.7 -0.5
H -1.4750 15.3659 17.7963 0.4 0.5 0.2
H -3.7492 12.7253 16.3340 5.4 -0.3 -0.6
H -2.1961 13.2227 15.6576 0.5 0.1 -0.8
H -3.3625 14.4869 16.2136 2.6 -0.2 -1.6
C -3.7082 10.2069 13.8872 7.3 1.2 -3.3
O -3.2161 9.1268 13.0532 2.5 0.9 0.1
C -1.8891 9.4983 12.5052 -0.6 -2.0 0.9
C -0.7619 9.3447 13.6223 -0.1 0.2 -2.0
N -0.6413 8.0324 14.2376 -0.1 -0.8 -0.8
C -0.2327 6.9730 13.2882 0.2 -1.5 0.1
C 0.1576 5.5868 13.9375 0.8 1.4 0.9
O 1.4743 5.7071 14.6123 -1.8 -0.1 -0.4
C 1.6538 4.6849 15.5757 -0.3 0.1 -0.4
H -4.0988 10.9927 13.2406 2.6 -2.0 -0.9
H -3.0448 10.6642 14.6213 1.6 0.0 -0.6
H -4.4920 9.7463 14.4886 13.9 4.4 -3.4
H -1.9026 10.3804 11.8651 -0.1 0.8 0.9
H -1.7001 8.7518 11.7337 0.1 -0.5 0.1
H -0.8962 10.0354 14.4548 0.2 0.4 -1.2
H 0.1930 9.4353 13.1047 0.2 0.9 0.1
H -1.5971 7.8765 14.5245 -0.3 -0.9 0.3
H 0.6309 7.2033 12.6643 0.2 0.8 0.4
H -1.0052 6.8037 12.5381 -0.3 -0.3 0.0
H 0.2327 4.7390 13.2566 0.0 0.3 -0.6
H -0.6224 5.3003 14.6430 0.0 0.1 0.5
H 1.6007 3.6983 15.1154 0.5 -0.3 -0.3
H 0.8449 4.6305 16.3044 -0.1 0.5 0.3
H 2.6083 4.8647 16.0703 -0.1 -0.2 -0.1
C -3.9461 13.4601 19.0990 0.1 1.3 9.4
O -3.7297 12.1321 18.7675 7.0 7.8 4.3
C -2.4169 11.7481 19.0063 -0.8 -3.1 1.2
C -2.3287 11.0197 20.3083 1.5 2.3 2.9
N -3.4811 10.2590 20.7069 -0.8 7.1 6.3
C -3.4850 9.9478 22.1530 0.2 -1.8 -0.4
C -4.4365 8.7675 22.5634 0.1 1.6 1.0
O -5.6445 9.3930 22.9984 0.2 -0.2 -0.1
C -6.5407 8.5174 23.6262 1.6 0.1 1.6
H -3.1683 14.1685 18.8138 -0.5 -0.8 1.5
H -3.9898 13.5472 20.1847 -0.2 -0.5 1.0
H -4.8388 13.8377 18.6004 -0.4 -1.7 6.6
H -1.5865 12.4448 18.8919 -5.9 1.4 0.0
H -2.3252 10.8821 18.3508 1.2 0.9 -0.7
H -2.2419 11.8283 21.0340 0.6 0.1 0.7
H -1.4278 10.4107 20.3834 0.0 0.3 -0.3
H -4.2162 10.9149 20.4844 -0.8 -0.2 0.4
H -3.6471 10.7825 22.8351 -0.4 0.2 -0.3
H -2.4870 9.5902 22.4064 0.2 0.0 -0.2
H -3.9510 8.2620 23.3982 0.0 0.0 0.4
H -4.6297 7.9736 21.8420 0.2 0.2 -0.1
H -6.5709 7.5602 23.1057 -0.7 0.0 -0.2
H -7.4880 9.0047 23.8574 1.4 0.3 -0.5
H -6.1853 8.2859 24.6302 0.5 -0.3 0.4
C -5.1972 12.3088 13.8318 -0.5 -1.0 -0.3
C -5.1066 12.5483 12.3532 0.8 1.9 1.5
O -3.7617 12.7759 11.9816 0.8 -0.8 -1.4
O -4.4919 13.2008 14.6420 -0.2 5.5 -7.2
H -4.8003 11.3288 14.0966 -2.0 2.8 -0.4
H -6.2308 12.2301 14.1688 1.3 -0.6 -2.1
H -5.6272 13.4825 12.1428 -0.8 -0.3 -0.6
H -5.5015 11.6515 11.8757 0.1 0.3 -0.5
H -3.3416 13.4893 12.4675 -0.6 0.0 0.5
H -4.2996 12.7883 15.4872 -0.9 0.4 -3.0
```
Forces are in eV/Å.

Summary:
highest occupied orbital energy	-6.74	eV
orbital gap	6.978	eV

=====

Computed, not measured: a molecular structure, C42H31CrO4P2S6 in a non-equilibrium geometry, with the ωB97M-V functional and the def2-TZVPD basis.

XYZ file:
```
86
Properties=species:S:1:pos:R:3:forces:R:3
Cr 1.4431 -0.2342 0.9234 0.0 -0.6 -0.2
S 1.9032 1.6286 2.5141 0.1 -0.2 -0.1
P 0.4331 2.2500 1.2765 -0.3 0.5 -0.3
C -0.3686 0.9992 0.4468 0.5 -0.2 0.9
P -1.2981 -0.0301 1.4396 -0.3 0.0 -0.5
S -0.1965 -1.1861 2.6653 0.1 0.0 -0.2
C -2.2475 -1.1306 0.3292 0.0 0.0 0.1
C -2.0711 -1.0528 -1.0437 0.0 0.1 0.0
C -2.7362 -1.9427 -1.8807 0.0 0.0 0.0
C -3.5912 -2.8940 -1.3480 0.0 0.0 0.0
C -3.7880 -2.9586 0.0286 0.0 0.0 0.0
C -3.1138 -2.0840 0.8630 0.0 0.0 0.0
C -2.6867 0.7302 2.3698 0.0 0.1 0.0
C -2.6852 0.8033 3.7551 0.0 0.0 0.0
C -3.7479 1.3970 4.4257 0.0 0.0 0.0
C -4.8150 1.9209 3.7130 0.0 0.0 0.0
C -4.8185 1.8572 2.3239 0.0 0.0 0.0
C -3.7579 1.2679 1.6570 0.0 0.0 0.0
C 1.0748 3.4168 0.0359 0.0 0.0 0.1
C 1.9533 4.4259 0.4210 0.0 0.0 0.0
C 2.3277 5.4047 -0.4840 0.0 0.0 0.0
C 1.8298 5.3765 -1.7818 0.0 0.0 0.0
C 0.9734 4.3592 -2.1733 0.0 0.0 0.0
C 0.5983 3.3727 -1.2681 0.0 -0.1 0.0
C -0.6746 3.3733 2.2231 0.0 -0.1 0.0
C -0.5533 3.5526 3.5943 0.1 0.0 0.0
C -1.4583 4.3527 4.2809 0.0 0.0 0.0
C -2.4981 4.9677 3.6012 0.0 0.0 0.0
C -2.6253 4.7912 2.2280 0.0 0.0 0.0
C -1.7171 4.0015 1.5432 0.0 0.0 0.0
H -1.3979 -0.3038 -1.4465 0.0 0.0 0.0
H -2.5703 -1.8882 -2.9499 0.0 0.0 0.0
H -4.0991 -3.5959 -1.9992 0.0 0.0 0.0
H -4.4552 -3.7031 0.4478 0.0 0.0 0.0
H -3.2405 -2.1476 1.9388 0.0 0.0 0.0
H -1.8421 0.3911 4.2980 0.0 0.0 0.0
H -3.7374 1.4574 5.5075 0.0 0.0 0.0
H -5.6432 2.3837 4.2368 0.0 0.0 0.0
H -5.6471 2.2724 1.7628 0.0 0.0 0.0
H -3.7506 1.2180 0.5740 0.0 0.0 0.0
H 2.3471 4.4290 1.4313 0.0 0.0 0.0
H 3.0272 6.1775 -0.1881 0.0 0.0 0.0
H 2.1427 6.1255 -2.4995 0.0 0.0 0.0
H 0.6176 4.3106 -3.1944 0.0 0.0 0.0
H -0.0329 2.5434 -1.5697 0.0 0.0 0.0
H 0.2513 3.0477 4.1157 0.0 0.0 0.0
H -1.3582 4.4826 5.3522 0.0 0.0 0.0
H -3.2163 5.5756 4.1391 0.0 0.0 0.0
H -3.4401 5.2655 1.6938 0.0 0.0 0.0
H -1.8120 3.8585 0.4724 0.0 0.0 0.0
O 1.0211 -1.7288 -0.4779 0.1 0.0 0.2
C 1.9139 -2.8657 -0.4757 0.0 0.1 0.1
C 2.8726 -2.7280 0.7538 -0.1 -0.1 -0.1
O 3.6602 -3.6350 0.9713 0.0 0.0 0.0
O 2.7254 -1.6635 1.4433 0.0 0.3 0.3
C 1.1007 -4.1362 -0.2608 -0.1 0.0 0.0
C -0.1627 -4.0772 0.3116 0.0 0.0 -0.1
C -0.8828 -5.2400 0.5513 0.0 -0.1 0.0
C -0.3454 -6.4766 0.2294 0.0 0.0 0.0
C 0.9240 -6.5417 -0.3320 0.0 0.0 0.0
C 1.6414 -5.3811 -0.5739 0.0 0.0 0.0
C 2.6934 -2.9146 -1.7836 0.0 0.0 0.0
C 2.0285 -3.3141 -2.9391 0.0 0.0 0.0
C 2.6704 -3.3114 -4.1657 0.0 0.0 0.0
C 3.9926 -2.9008 -4.2518 0.0 0.0 0.0
C 4.6615 -2.4981 -3.1058 0.0 0.0 0.0
C 4.0177 -2.5074 -1.8764 0.0 0.0 0.0
H 1.0100 -1.2557 -1.3754 -0.1 0.0 -0.1
H -0.5827 -3.1182 0.5752 0.0 0.0 0.0
H -1.8704 -5.1685 0.9906 0.0 0.0 0.0
H -0.9085 -7.3842 0.4142 0.0 0.0 0.0
H 1.3602 -7.5021 -0.5814 0.0 0.0 0.0
H 2.6349 -5.4349 -0.9977 0.0 0.0 0.0
H 0.9876 -3.6078 -2.8751 0.0 0.0 0.0
H 2.1280 -3.5977 -5.0582 0.0 0.0 0.0
H 4.4931 -2.8745 -5.2126 0.0 0.0 0.0
H 5.6870 -2.1550 -3.1670 0.0 0.0 0.0
H 4.5429 -2.1785 -0.9919 0.0 0.0 0.0
O 4.1109 3.6908 -4.8021 0.0 0.0 0.0
C 3.5809 2.8665 -4.0808 0.0 0.0 0.0
S 4.0945 2.5020 -2.4461 0.0 0.0 0.0
C 2.8992 1.2551 -2.0737 -0.1 0.0 0.0
C 2.0029 0.9627 -3.0404 0.1 0.1 0.0
S 0.6844 -0.1564 -3.0637 -0.1 0.0 0.0
S 2.1866 1.9001 -4.5337 0.0 -0.1 0.0
S 3.1954 0.5408 -0.4998 0.1 0.1 -0.1
```
Forces are in eV/Å.

Summary:
highest occupied orbital energy (spin up / spin down)	-1.31 / -1.32	eV
2S+1	4
orbital gap (spin up / spin down)	5.353 / 5.367	eV
net charge	-2

=====

Computed, not measured: 2 unconnected molecules or ions with the total composition C11H15N in a non-equilibrium geometry, with the ωB97M-V functional and the def2-TZVPD basis.

XYZ file:
```
27
Properties=species:S:1:pos:R:3:forces:R:3
C 2.0957 2.0912 -0.7640 2.0 0.1 0.1
C 0.7888 1.4281 -0.9130 0.2 -0.2 -0.2
C 0.2203 1.0604 -2.1067 -0.2 -0.7 1.5
N -0.9352 0.3252 -1.8151 0.0 1.0 -0.7
C -1.1640 0.3674 -0.4654 0.2 -1.1 0.3
C -2.2490 -0.2359 0.2000 1.7 0.6 -0.3
C -2.1160 -0.3439 1.5779 -0.7 -0.8 -1.3
C -0.9688 0.1376 2.2215 -1.3 0.7 0.3
C 0.0112 0.8376 1.5562 0.9 -1.2 0.7
C -0.0009 0.8790 0.1648 -1.5 1.0 -1.0
H 2.8146 1.7158 -1.5128 -0.1 -0.3 0.4
H 2.5313 1.9334 0.2348 -0.1 -0.3 -0.3
H 2.2386 3.1605 -0.9086 -1.0 0.4 0.0
H 0.6781 1.0846 -3.0787 -0.3 0.2 -0.2
H -1.6654 0.1292 -2.4792 0.1 0.0 0.0
H -2.9741 -0.6427 -0.4905 -0.6 -0.3 0.7
H -2.8688 -0.9513 2.0725 0.1 0.4 0.4
H -1.0104 0.1190 3.3009 0.5 -0.2 0.1
H 0.8882 1.0072 2.1668 0.2 0.8 -0.3
C 1.2604 -2.9034 -0.4664 -0.1 1.7 0.5
C 1.6638 -2.4465 0.9714 -1.8 0.5 -1.5
H 0.6056 -2.1951 -1.0025 -0.5 -0.1 0.8
H 2.1367 -2.7224 -1.0944 0.2 -1.5 -0.1
H 0.7386 -3.8512 -0.3746 0.6 -0.4 -0.8
H 1.8967 -1.3933 0.8872 1.1 0.1 0.2
H 2.4292 -3.1313 1.3091 0.2 0.3 0.6
H 0.7684 -2.3690 1.5980 0.2 -0.7 0.3
```
Forces are in eV/Å.

Summary:
highest occupied orbital energy	-7.91	eV
energy relative to the best compared isomer or geometry (same formula, charge and spin)	26.85	kcal per mole
orbital gap	8.821	eV
SMILES string	Cc1c[nH]c2ccccc12.CC